[1]
C49H56BrF41IN2O9 | ωB97M-V with the def2-TZVPD basis set

Atoms and positions in Å:
C 7.90200 2.50621 1.72175
C 6.65452 3.31036 1.29240
C 5.85644 2.48837 0.26136
C 4.69373 1.65427 0.91096
C 4.68585 0.27208 0.22381
C 3.69837 -0.75099 0.85626
C 2.49212 -1.10208 -0.03216
C 1.99890 -2.60232 -0.20838
C 2.41090 -3.02020 -1.68041
C 3.87679 -3.37410 -1.92316
O 4.80032 -2.30148 -1.71523
C 5.95842 -2.66225 -1.00189
C 7.00381 -3.40688 -1.83129
F 6.55305 -4.52869 -2.40401
F 7.45651 -2.56561 -2.77709
C 8.23165 -3.70118 -0.91365
F 7.85418 -4.16834 0.29251
F 8.87975 -2.55157 -0.71386
C 9.24798 -4.73346 -1.51236
F 10.46262 -4.36850 -1.05698
F 9.30444 -4.68517 -2.83987
C 9.07111 -6.18582 -0.99829
F 9.58713 -6.34637 0.21298
F 7.78014 -6.58663 -1.05228
C 2.61705 -3.74378 0.60440
C 2.46525 -3.68080 2.15051
C 3.52268 -4.51351 2.93081
O 3.49688 -3.06253 2.83733
C 0.38938 -2.37336 -0.16180
Br -0.44168 -2.47700 -2.02285
C -0.32339 -3.60715 0.44374
C -1.66802 -3.32770 1.18865
C -2.85665 -2.96698 0.27726
O -2.63950 -4.28592 0.99395
C 0.13400 -0.93878 0.36695
I 0.49220 -0.96059 2.56955
C -1.21667 -0.23962 0.11302
C -2.22681 0.00423 1.25871
C -2.07403 1.37491 1.92986
F -3.10586 1.54645 2.81228
N 1.34216 -0.06914 -0.15270
C 1.26386 0.42178 -1.53785
C 2.37266 1.40956 -1.98720
O 2.87418 1.30255 -3.06973
N 1.55881 0.83562 0.90376
C 1.19418 2.01350 0.78284
O 0.96287 3.15431 0.57502
H 8.40001 3.01056 2.55062
H 8.59509 2.45046 0.87920
H 7.60817 1.47876 1.95928
H 6.05016 3.67457 2.12498
H 7.02215 4.19496 0.76073
H 6.47701 1.82277 -0.34220
H 5.38587 3.21220 -0.41530
H 4.93685 1.51601 1.96649
H 3.78886 2.23528 0.72453
H 5.69462 -0.11255 0.39872
H 4.58948 0.33545 -0.86455
H 4.27599 -1.67446 0.91626
H 3.45287 -0.51528 1.89102
H 2.97660 -0.99432 -1.00490
H 2.19107 -2.25531 -2.42501
H 1.87281 -3.95487 -1.86036
H 4.23727 -4.26201 -1.40963
H 3.94030 -3.63106 -2.98888
H 5.69198 -3.20971 -0.08968
H 6.42916 -1.73090 -0.68059
H 9.63500 -6.82898 -1.68460
H 2.21008 -4.71002 0.30830
H 3.70491 -3.72299 0.61600
H 1.47335 -3.65694 2.56882
H 2.89339 -4.94140 3.69765
H 4.00232 -5.02843 2.10974
H 0.18331 -4.20310 1.20446
H -0.70793 -4.31807 -0.28171
H -1.62550 -2.84873 2.15455
H -3.70355 -2.59985 0.84482
H -2.94293 -3.44292 -0.68913
H -1.79283 -0.69464 -0.69044
H -1.06170 0.78599 -0.25994
H -3.20000 0.11302 0.76094
H -2.38718 -0.80607 1.96374
H -2.16211 2.13107 1.13737
H -1.09465 1.52892 2.39236
H 1.31056 -0.37697 -2.27493
H 0.32324 0.93498 -1.77572
H 2.71854 2.23472 -1.32588
C -1.30550 8.88642 -0.65209
C -0.60993 9.60329 0.52193
C 0.83550 10.08058 0.33000
F 1.67916 9.09859 -0.04575
F 1.30047 10.57374 1.50015
F -0.72049 8.83100 1.62559
F -1.34138 10.72472 0.76714
O -1.29518 7.45399 -0.71808
C -0.20570 6.76650 -1.21183
C 0.55975 6.00025 -0.12223
F 0.85248 6.76266 0.93982
F 1.73470 5.53148 -0.62167
F 0.58532 7.59184 -1.91921
F -0.68486 5.85055 -2.08568
H -2.36291 9.11665 -0.52863
H -1.02807 9.32477 -1.61051
H 0.88038 10.87846 -0.41620
H -0.03235 5.15541 0.22411
C -5.66880 3.33936 3.62456
C -5.20024 4.67605 4.23026
C -6.01272 5.28038 5.38275
F -7.31298 5.45467 5.08772
F -5.50885 6.49846 5.69027
F -5.04429 5.57062 3.22990
F -3.95073 4.44675 4.73232
O -6.50768 3.35530 2.46497
C -7.87260 3.56295 2.56676
C -8.32651 4.92319 2.01229
F -7.60216 5.94368 2.49898
F -9.61990 5.13703 2.34891
F -8.27453 3.35126 3.83453
F -8.46040 2.60628 1.81720
H -4.76047 2.86215 3.26204
H -6.05927 2.66361 4.38584
H -5.94230 4.64944 6.27338
H -8.23985 4.93131 0.92308
C 4.57426 -8.19696 -4.03523
C 4.21603 -7.11235 -3.00014
C 4.56223 -7.38447 -1.52879
F 4.03927 -8.52189 -1.05311
F 4.06891 -6.37360 -0.75047
F 2.90960 -6.78583 -3.14225
F 4.92344 -5.99834 -3.35723
O 3.59573 -9.16088 -4.42421
C 3.34087 -10.28128 -3.64597
C 1.96608 -10.23559 -2.95880
F 1.75281 -9.07368 -2.30973
F 1.87872 -11.23245 -2.05161
F 4.35169 -10.48234 -2.77807
F 3.33967 -11.33567 -4.47992
H 4.75443 -7.64646 -4.95826
H 5.52468 -8.67604 -3.79817
H 5.64448 -7.41735 -1.38991
H 1.17333 -10.36229 -3.69914
C -13.44477 2.62783 -0.05219
C -12.50771 1.41138 -0.18907
C -11.02550 1.59718 0.15446
F -10.43530 2.59085 -0.53674
F -10.34455 0.46128 -0.13720
F -12.65450 0.89027 -1.42658
F -12.97541 0.46918 0.67906
O -13.72279 3.44635 -1.19120
C -12.84059 4.43295 -1.59782
C -12.13130 4.09867 -2.92030
F -11.58754 2.86997 -2.91791
F -11.13266 4.98832 -3.13719
F -11.97798 4.72541 -0.60380
F -13.57437 5.54394 -1.80372
H -14.41833 2.19949 0.18356
H -13.18377 3.23764 0.81312
H -10.89780 1.79922 1.22115
H -12.83978 4.15589 -3.74946

Computed properties:
E_LUMO (hartree): -0.1502
Spin multiplicity: 1
Net charge: +1
HOMO energy (eV): -12.549
Orbital gap (eV): 8.46
Strongest force on any atom (eV/Å): 4.26
Calculated total energy (Ha): -9653.05144
Molecular weight (g/mol): 1802.72

[2]
C41H45N4O4TaTe | ωB97M-V with the def2-TZVPD basis set

Atoms and positions in Å:
Ta 0.68500 0.39661 1.21844
O 2.76697 -0.06483 1.42242
C 2.30002 -1.19620 1.79851
O 1.39853 -1.72834 1.08162
C 2.08761 -1.27526 3.29002
C 2.62482 -1.92230 4.36305
C 2.08181 -1.61295 5.61297
C 1.05102 -0.69172 5.72131
C 0.56482 -0.08051 4.57769
N 1.07818 -0.37523 3.37794
H 3.43362 -2.63021 4.25051
H 2.47652 -2.09369 6.49850
H 0.62873 -0.43869 6.68320
H -0.23192 0.65120 4.60579
C -4.41454 -5.25774 -0.80104
C -3.21794 -4.78127 0.00552
N -3.57029 -4.38542 1.37690
C -4.10470 -5.39998 2.31163
C -5.61524 -5.32135 2.48266
C -3.51866 -3.14348 1.77997
O -3.82158 -2.68265 2.89215
C -3.01753 -1.96301 1.03425
C -3.91343 -1.10741 0.30372
C -3.49533 0.09761 -0.09229
C -2.14498 0.62743 0.26403
N -1.23617 -0.35506 0.87437
C -1.72149 -1.52944 1.29353
H -4.09016 -5.51736 -1.80772
H -5.17822 -4.48262 -0.87234
H -4.86166 -6.14747 -0.36088
H -2.74462 -3.92225 -0.47602
H -2.46615 -5.56874 0.07721
H -3.60913 -5.25179 3.27140
H -3.80172 -6.36904 1.91877
H -5.91396 -4.35298 2.88107
H -5.93283 -6.08608 3.18980
H -6.13257 -5.49514 1.54066
H -4.90987 -1.45711 0.06747
H -4.12521 0.76557 -0.66503
H -1.65076 1.05272 -0.61490
H -1.03866 -2.16627 1.84524
C 7.77122 1.38485 -1.81905
C 6.28435 1.43811 -1.63296
C 5.49091 0.32132 -1.86871
C 4.10852 0.35279 -1.73527
C 3.31475 -0.88792 -2.03083
C 3.52672 1.56071 -1.34434
Te 1.42904 1.82288 -1.21214
N -0.24480 1.88550 1.69130
C -1.46788 2.39043 1.78623
O -2.43807 1.75038 1.15507
C -1.82290 3.55404 2.52681
C -0.80449 4.27924 3.17619
C -1.12528 5.41303 3.88755
C -2.45403 5.82941 3.95830
C -3.46795 5.11727 3.31838
C -3.16224 3.98293 2.60143
C 0.67019 1.00634 -3.02519
C 0.04264 -0.23291 -3.16895
C -0.16241 -1.23147 -2.06695
C -0.42212 -0.58042 -4.43462
C -0.27508 0.25324 -5.53252
C -0.77119 -0.14141 -6.89140
C 0.36773 1.47496 -5.34722
C 0.84836 1.88042 -4.11385
C 1.55848 3.20502 -4.00095
C 4.28719 2.71235 -1.08556
C 3.68180 4.02590 -0.65571
C 5.66128 2.61776 -1.23459
H 8.13078 0.36052 -1.88853
H 8.28946 1.88319 -1.00041
H 8.05248 1.90115 -2.73899
H 5.96184 -0.60514 -2.17560
H 3.97383 -1.74756 -2.13266
H 2.75632 -0.78469 -2.96322
H 2.60185 -1.10661 -1.23261
H 0.22314 3.94903 3.09997
H -0.35147 5.98160 4.38382
H -2.70148 6.72270 4.51695
H -4.49166 5.45792 3.38437
H -3.94086 3.42411 2.10210
H 0.44650 -1.00746 -1.19152
H 0.12272 -2.22994 -2.39949
H -1.21328 -1.27477 -1.76570
H -0.90282 -1.54377 -4.56351
H -1.27907 -1.10312 -6.87290
H 0.05937 -0.20706 -7.59540
H -1.46236 0.60712 -7.28018
H 0.50710 2.13097 -6.19858
H 1.64682 3.66935 -4.98030
H 2.57256 3.08429 -3.60997
H 1.01652 3.90168 -3.35683
H 3.09715 3.92237 0.26195
H 3.03061 4.44122 -1.42833
H 4.46227 4.75750 -0.46111
H 6.26867 3.49308 -1.03591

Computed properties:
E_LUMO (alpha / beta) (hartree): -0.3670 / -0.3916
Spin multiplicity: 2
Net charge: +3
HOMO energy (alpha / beta) (eV): -15.413 / -15.412
Orbital gap (alpha / beta) (eV): 5.43 / 4.76
<S²>: 0.7639
Strongest force on any atom (eV/Å): 0.47
Calculated total energy (Ha): -2433.45889
Energy above the lowest of the compared OMol25 structures with the same formula, charge and spin (kcal per mole): 0.0
Molecular weight (g/mol): 966.38

- What is the net charge in the second record?
  +3

- Which of these has the highest net charge?
  C41H45N4O4TaTe

- Which value of calculated total energy does entry 1 give?
  -9653.05144 Ha

- Among the records above, which one has the highest molecular weight?
  C49H56BrF41IN2O9